{
  "formula": "C31H35GeN7O5PbS",
  "method": "wB97M-V/def2-TZVPD",
  "relative_energy_kcal_mol": 5.5,
  "homo_energy_ev": -12.54,
  "charge": 2,
  "gap_ev": 6.470,
  "elements": ["Pb", "O", "C", "O", "C", "C", "C", "C", "C", "N", "C", "O", "O", "H", "H", "H", "H", "H", "N", "C", "C", "C", "C", "C", "C", "S", "N", "C", "C", "C", "C", "C", "C", "N", "H", "H", "H", "H", "H", "H", "H", "H", "H", "N", "C", "O", "C", "C", "N", "C", "N", "H", "H", "C", "C", "C", "C", "Ge", "C", "C", "C", "C", "H", "H", "H", "H", "H", "H", "H", "H", "H", "H", "H", "H", "H", "H", "H", "H", "H", "H", "H"],
  "xyz": [[1.01261, -0.28049, 0.56729], [3.88443, 1.02504, -2.74720], [2.72707, 1.04154, -2.12013], [2.40458, 0.30584, -1.22887], [1.80978, 2.06328, -2.69271], [2.21699, 2.94009, -3.74327], [1.30967, 3.81712, -4.27713], [-0.02148, 3.76268, -3.80482], [-0.32099, 2.83192, -2.79685], [0.57405, 2.02366, -2.22391], [-1.73638, 2.57009, -2.41320], [-2.73895, 3.29357, -2.79770], [-1.98902, 1.52142, -1.86151], [4.46931, 0.34637, -2.34873], [3.24908, 2.92656, -4.04441], [1.55228, 4.51201, -5.07536], [-0.78174, 4.41444, -4.24980], [-2.54414, 4.16733, -3.17554], [3.71515, 1.63875, 3.68311], [4.18564, 2.91920, 3.28024], [4.55398, 3.92341, 4.17702], [5.05251, 5.13377, 3.69000], [5.00926, 5.39372, 2.36564], [4.56422, 4.50454, 1.47663], [4.16669, 3.25006, 1.94430], [3.81191, 1.96344, 0.82984], [2.61967, 1.07692, 1.70844], [2.85462, 0.88185, 2.95732], [2.11847, -0.17452, 3.69400], [2.35278, -0.35258, 5.02648], [1.52354, -1.26463, 5.73506], [0.55703, -1.96771, 5.02194], [0.40479, -1.75158, 3.67093], [1.18745, -0.90285, 3.01685], [3.82880, 1.43505, 4.63213], [4.58491, 3.78786, 5.26285], [5.44013, 5.89886, 4.34083], [5.40819, 6.36580, 2.02001], [4.51417, 4.74271, 0.43844], [3.07665, 0.23293, 5.61839], [1.69228, -1.48775, 6.78271], [0.00065, -2.71788, 5.56365], [-0.34666, -2.26570, 3.10935], [3.58990, -3.24389, 2.25900], [2.63117, -2.90770, 1.38880], [2.74503, -1.87030, 0.68234], [1.48992, -3.73822, 1.34488], [0.42221, -3.27115, 0.57836], [-0.35888, -2.61845, 0.01366], [1.46089, -4.89692, 2.13836], [1.65303, -5.76541, 2.85332], [3.46368, -4.12582, 2.79592], [4.45620, -2.74666, 2.28217], [-5.35240, -2.31619, 0.13133], [-6.11162, -0.96832, 0.00174], [-6.15510, -0.42761, -1.44128], [-5.09904, 0.68453, -1.67591], [-3.26704, 0.02614, -1.37083], [-2.46779, -1.25765, -2.57759], [-3.18802, -2.63903, -2.62855], [-2.31074, -3.70046, -3.27282], [-2.33669, -3.56975, -4.80098], [-5.45323, -2.67324, 1.13900], [-4.29992, -2.14176, -0.10414], [-5.72582, -2.96882, -0.60962], [-5.72410, -0.24033, 0.71707], [-7.15106, -1.19248, 0.30101], [-7.16727, -0.04486, -1.53892], [-5.96375, -1.24456, -2.11910], [-5.28234, 1.49392, -0.92779], [-5.21734, 1.10630, -2.66800], [-2.82381, 0.04372, 0.14427], [-1.40528, -1.33546, -2.30643], [-2.52751, -0.76523, -3.59399], [-4.21393, -2.54611, -3.06846], [-3.37503, -2.91008, -1.60799], [-2.64261, -4.68359, -2.90618], [-1.31383, -3.57458, -2.92178], [-3.35233, -3.54752, -5.14715], [-1.70202, -4.32572, -5.34993], [-1.87745, -2.64287, -5.14610]],
  "forces_ev_per_angstrom": [[-0.649, -0.568, 0.290], [0.384, -0.477, 0.486], [0.171, 0.735, -0.927], [0.741, -0.626, 0.044], [-0.465, 1.036, -1.018], [0.106, -0.670, 1.186], [-1.305, 0.152, 0.084], [0.550, -0.367, 0.207], [0.186, 0.989, -0.579], [0.035, 0.068, -0.379], [0.229, -0.180, -0.679], [-0.559, 1.006, -0.181], [-0.129, -1.311, 1.048], [-0.215, 0.220, -0.178], [0.124, -0.022, -0.238], [0.160, -0.133, 0.171], [0.343, -0.312, 0.173], [0.184, -0.238, 0.096], [0.231, 0.397, -1.447], [-0.369, 0.835, 0.334], [0.672, -0.033, 0.712], [-0.508, -0.765, 1.475], [1.552, 3.100, -0.476], [-1.119, -2.083, -0.715], [0.221, 0.077, -0.585], [-0.268, -0.271, -0.543], [0.525, 0.013, -0.369], [0.164, 0.396, 0.435], [-0.654, -0.382, -0.317], [-0.792, -0.492, 2.050], [0.622, -0.030, -1.198], [0.641, -0.029, 1.416], [0.616, 0.410, -0.078], [0.380, 1.081, 0.196], [0.194, -0.272, 1.232], [-0.194, -0.287, -0.389], [-0.049, -0.097, 0.377], [-0.377, -0.630, 0.134], [-0.005, -0.032, -0.594], [-0.474, -0.565, -0.471], [-0.062, 0.225, -0.081], [-0.352, 0.011, -0.231], [-0.248, -0.256, -0.352], [-0.209, -1.175, 0.779], [0.007, -0.568, 0.386], [-0.163, 1.295, -0.442], [-0.506, -0.242, -0.390], [-0.061, 0.497, 0.120], [-0.111, -0.373, -0.108], [-0.120, 0.863, -0.755], [0.040, -1.232, 1.015], [0.470, 1.077, -0.634], [0.238, 0.089, -0.057], [0.259, 2.358, 0.053], [-0.542, -1.205, 0.074], [0.645, 0.409, 1.270], [-0.302, 0.259, 0.878], [-0.342, 0.230, 0.495], [-0.372, 0.433, -1.320], [-0.061, 0.860, 0.366], [-0.957, -0.181, -0.778], [1.410, -0.608, -0.315], [0.097, -0.507, 0.294], [0.208, -0.227, 0.307], [-0.468, -1.095, -0.523], [-0.023, 0.124, -0.069], [0.395, 0.273, 0.019], [0.114, 0.252, -0.730], [-0.333, -0.263, -0.426], [0.213, -0.454, -0.609], [0.234, 0.092, -0.216], [-0.169, -0.059, -0.775], [-0.316, -0.208, -0.036], [0.179, -0.414, 0.935], [0.917, -0.078, -0.040], [0.025, -0.451, 0.511], [0.032, 0.176, -0.452], [0.909, 0.068, 0.439], [-0.470, -0.356, -0.419], [-1.042, 0.364, 0.735], [-0.060, 0.357, 0.298]],
  "mulliken_charge": [0.7252, -0.4643, -0.0766, -0.2000, 0.6665, -0.7114, -0.7643, -0.7432, 0.8749, 0.0326, 0.6126, -0.4064, -0.2655, 0.4336, 0.5275, 0.4730, 0.2229, 0.3151, -0.0995, -0.0397, -0.6044, -0.7855, -0.3307, -0.8178, 0.9255, -0.1094, 0.0855, 0.1484, 0.8809, -0.7029, -0.5836, -0.9363, -0.2123, 0.3583, 0.0892, 0.3188, 0.4110, 0.3458, 0.4474, 0.3793, 0.4433, 0.4483, 0.5424, -0.2833, 0.9957, -0.7231, -0.1912, 0.5005, -0.6892, -0.0491, -0.5226, 0.1791, 0.2741, -0.6381, -0.6200, -0.5575, -0.7704, 0.2647, -0.5338, -0.1743, -0.6256, -1.3000, 0.4230, -0.1241, 0.3661, 0.2942, 0.3982, 0.3940, 0.2164, 0.4222, 0.4820, -0.0832, 0.2890, 0.4994, 0.2723, 0.1351, 0.4079, 0.2104, 0.3287, 0.3739, 0.3043]
}